No. 1
Formula: C25H36F12N3O2
Source: the OMol25 dataset
Level of theory: wB97M-V/def2-TZVPD

Summary:
Charge: +1
E_LUMO (eV): -5.83
HOMO level (eV): -12.46
Strongest force on any atom (eV/Å): 3.603
Frontier orbital gap (eV): 6.633

Atoms and positions in Å:
1 N 2.78908 -3.16861 7.05962
2 C 2.76797 -3.86627 6.11313
3 O 2.69592 -4.64365 5.06587
4 C 2.01552 -3.97301 4.04679
5 C 2.76918 -3.36517 3.06781
6 C 2.12833 -2.70082 2.06659
7 C 2.91065 -2.03600 0.98722
8 C 3.84308 -1.02037 1.64047
9 O 3.11677 -0.21861 2.54306
10 C 2.74058 1.03035 1.96183
11 C 1.66640 1.66805 2.85394
12 F 0.58414 1.96921 2.13196
13 F 1.25950 0.83717 3.81140
14 F 2.10920 2.76768 3.43937
15 C 0.73039 -2.70925 2.17135
16 C -0.10660 -1.95724 1.14584
17 F 0.33775 -0.71114 1.03438
18 F 0.07131 -2.58860 -0.02226
19 C -1.61751 -1.89929 1.43834
20 F -1.77073 -1.46565 2.69735
21 F -2.07720 -3.14636 1.36091
22 C -2.44095 -0.96664 0.48665
23 F -3.59632 -1.58376 0.25747
24 F -1.82680 -0.78746 -0.67948
25 C -2.78657 0.42695 1.09011
26 F -1.70597 1.00334 1.60034
27 F -3.24727 1.17716 0.08976
28 F -3.72515 0.30790 2.00749
29 N 0.14045 -3.36227 3.14557
30 N 0.72052 -4.02647 4.12357
31 H 3.83888 -3.43822 3.12087
32 H 3.53099 -2.79855 0.52467
33 H 2.30513 -1.61937 0.20201
34 H 4.59182 -1.55443 2.21530
35 H 4.39319 -0.44241 0.90871
36 H 3.59635 1.67998 1.82751
37 H 2.32874 0.81618 0.98105
38 H -0.87569 -3.37713 3.18396
39 C 5.78595 2.93103 0.35282
40 C 4.59509 3.63765 -0.29290
41 C 4.74316 3.82113 -1.80193
42 C 5.92502 4.69108 -2.23039
43 C 5.93090 6.10254 -1.64548
44 C 4.72378 6.93829 -2.06219
45 H 6.70429 3.50658 0.24466
46 H 5.61431 2.79273 1.42352
47 H 5.94535 1.94609 -0.09562
48 H 4.43355 4.60223 0.19369
49 H 3.69156 3.04622 -0.10707
50 H 3.81575 4.24324 -2.19780
51 H 4.84826 2.83710 -2.27158
52 H 5.92448 4.75922 -3.32192
53 H 6.86181 4.19354 -1.96302
54 H 6.84020 6.60817 -1.97782
55 H 5.98827 6.06155 -0.55396
56 H 4.66598 7.02274 -3.14884
57 H 4.79578 7.94623 -1.65311
58 H 3.78791 6.50609 -1.70413
59 C -8.73226 -3.63121 -3.81413
60 C -7.95423 -2.35026 -4.10234
61 C -6.45177 -2.48403 -3.86123
62 C -6.05655 -2.80410 -2.41921
63 C -6.54581 -1.79886 -1.37815
64 C -5.98443 -0.39462 -1.58104
65 H -8.65617 -3.92400 -2.76577
66 H -9.79051 -3.49561 -4.03894
67 H -8.36370 -4.45646 -4.42641
68 H -8.36296 -1.53113 -3.50452
69 H -8.11113 -2.07178 -5.14708
70 H -5.95930 -1.56032 -4.17860
71 H -6.05711 -3.27130 -4.51089
72 H -4.96358 -2.86654 -2.36549
73 H -6.42658 -3.79775 -2.15120
74 H -6.25028 -2.15662 -0.38731
75 H -7.63761 -1.75883 -1.37238
76 H -4.89447 -0.40590 -1.55887
77 H -6.32899 0.27488 -0.79089
78 H -6.29908 0.03378 -2.53297

Atoms 1-2, force components in eV/Å:
N 0.05 -1.80 -2.53
C 0.04 1.77 3.14

=====

No. 2
Formula: C10H20N2
Source: the OMol25 dataset
Level of theory: wB97M-V/def2-TZVPD

Summary:
Charge: +2
E_LUMO (spin up / spin down) (eV): -10.37 / -10.37
HOMO level (spin up / spin down) (eV): -18.38 / -18.38
Energy above the lowest of the compared OMol25 structures with the same formula, charge and spin (kJ/mol): 428.9
Strongest force on any atom (eV/Å): 4.870
Frontier orbital gap (spin up / spin down) (eV): 8.006 / 8.012

Atoms and positions in Å:
1 C 1.67480 2.06395 0.19857
2 C 2.36150 0.94753 0.36015
3 C -0.24481 0.65936 -0.44224
4 C -1.36527 0.24898 1.96310
5 C -1.90900 0.54256 -2.06519
6 C -1.57263 -1.58562 -0.60508
7 C 2.08277 -0.96528 -1.05541
8 C 1.94491 -1.23477 1.35657
9 C -2.10402 0.58828 0.64895
10 C -1.47303 -0.00312 -0.65518
11 N 0.33365 1.78178 -0.30936
12 N 1.78692 -0.28952 0.24776
13 H 2.01203 3.04987 0.21389
14 H 3.43697 1.14372 0.62459
15 H -0.90706 -0.73774 1.86401
16 H -2.05609 0.19837 2.75388
17 H -0.55115 0.84884 2.25657
18 H -1.12832 1.09136 -2.41644
19 H -2.04195 -0.34859 -2.67534
20 H -2.72813 1.22540 -2.00714
21 H -1.28156 -1.93744 0.37906
22 H -0.78653 -1.95659 -1.27355
23 H -2.40199 -1.96766 -1.04687
24 H 3.11531 -0.90472 -1.34918
25 H 1.80311 -1.97826 -0.98822
26 H 1.44604 -0.54188 -1.97275
27 H 1.34666 -0.94806 2.15985
28 H 1.63696 -2.31432 1.00307
29 H 3.04473 -1.20951 1.72232
30 H -2.28795 1.72009 0.70013
31 H -3.13974 0.05198 0.79248
32 H -0.04712 2.76100 -0.38301

Atoms 1-2, force components in eV/Å:
C -0.62 -3.32 -1.03
C 2.37 2.30 1.23

=====

no.,total energy (Eh)
1,-2487.0188
2,-501.6896